Density functional theory data (ωB97M-V/def2-TZVPD) for C14H34BeN3O9 as an isolated structure in a non-equilibrium geometry.

The net charge is -1. The calculation puts the LUMO energy at 1.86 eV. As for the relative energy (zero: lowest compared OMol25 entry of this formula, charge and spin): 0.049 eV. The value obtained for the HOMO-LUMO gap is 4.50 eV.

```
61
Properties=species:S:1:pos:R:3:forces:R:3:nbo_charge:R:1
Be 0.228194 1.268812 0.398669 -1.0 3.0 0.2 1.527
C 0.328582 3.639473 2.013751 1.0 1.0 1.0 0.902
O 0.827336 2.530942 2.487442 0.2 -2.9 -0.6 -0.939
O -0.183666 3.594406 0.856990 -0.6 -1.5 -1.7 -0.854
O 0.444945 4.683406 2.716697 -0.4 0.0 -0.2 -0.840
O 1.140585 1.927203 -3.631116 0.7 -1.2 0.0 -0.798
C 0.349210 2.828023 -2.937141 -2.3 2.0 2.0 0.941
O -0.016498 2.523381 -1.765733 1.0 -1.7 -0.3 -0.809
O -0.012073 3.883093 -3.472556 0.9 -0.5 -1.4 -0.760
H 1.297361 2.209224 -4.535690 -0.3 0.6 0.1 0.484
C -3.834652 -0.340567 -1.483604 -0.1 -0.1 -0.2 -0.630
C -2.808094 0.530024 -0.766739 0.7 -0.2 0.5 -0.094
C -3.175975 0.747629 0.694860 -0.5 0.8 -1.2 -0.056
O -2.106475 1.476411 1.226652 0.1 0.2 0.0 -0.546
C -2.217224 1.793095 2.595102 -0.3 -1.1 0.9 -0.242
N -1.469553 -0.077663 -0.760832 0.6 0.3 0.3 -0.867
H -4.465755 -0.891662 -0.781631 -0.1 0.1 0.1 0.195
H -3.322923 -1.109709 -2.065380 0.0 0.1 -0.1 0.204
H -4.466673 0.221945 -2.170636 -0.1 0.0 0.1 0.221
H -2.680341 1.530034 -1.182113 -0.1 -0.1 -0.3 0.246
H -3.507146 -0.183504 1.176030 0.8 -0.3 0.5 0.146
H -4.116581 1.313934 0.633070 0.1 0.5 0.5 0.170
H -1.391102 2.350480 3.032793 0.2 0.2 -0.9 0.271
H -2.165449 0.801480 3.072779 -0.4 0.2 0.6 0.124
H -3.160599 2.288184 2.841316 -0.1 0.0 -0.2 0.161
H -1.551847 -1.001311 -0.350767 0.0 -0.1 0.1 0.374
H -1.137832 -0.213049 -1.708862 0.1 0.4 0.0 0.377
C 1.631589 -2.663884 1.918737 -0.4 0.0 -0.4 -0.630
C 0.362424 -2.148471 1.224388 0.0 -0.8 0.4 -0.083
C -0.728279 -3.236260 1.294227 -0.6 0.2 0.7 -0.073
O -1.806978 -2.880014 0.437014 0.8 0.5 -0.3 -0.559
C -2.812971 -3.832001 0.313368 0.0 -1.0 0.0 -0.241
N 0.014449 -0.875828 1.934876 -0.3 -1.0 -0.5 -0.825
H 2.195432 -3.472210 1.452041 -0.3 0.0 -0.4 0.213
H 1.267240 -3.050292 2.873286 0.5 0.3 0.3 0.203
H 2.291791 -1.801148 2.002838 0.2 -0.2 0.5 0.232
H 0.508485 -1.973583 0.157391 0.1 0.3 0.1 0.196
H -1.152251 -3.393594 2.296598 0.1 0.7 0.4 0.162
H -0.327045 -4.247633 1.155305 0.2 0.1 -1.1 0.174
H -3.341197 -3.988834 1.260105 0.0 0.0 0.0 0.167
H -2.372918 -4.778766 -0.024610 -0.1 -0.2 0.2 0.162
H -3.532712 -3.565727 -0.459931 0.1 0.5 0.1 0.199
H -0.905870 -1.047755 2.334955 -0.3 0.7 -0.4 0.367
H 0.581270 -0.874550 2.778339 0.3 0.6 -0.1 0.378
C 3.449841 -1.209156 -2.228008 1.8 1.1 0.3 -0.645
C 2.712874 -0.403061 -1.122725 -0.5 -1.7 -2.2 -0.070
C 3.352380 0.949424 -1.014266 -0.6 -0.4 1.2 -0.081
O 2.783181 1.585478 0.107035 -0.4 -0.4 0.4 -0.545
C 3.338446 2.832917 0.379085 0.8 2.4 -0.3 -0.267
N 1.323671 -0.194740 -1.573051 0.1 -0.8 -0.1 -0.842
H 3.193432 -2.257062 -2.364286 -0.4 0.1 0.0 0.208
H 4.532802 -1.161697 -2.044530 0.0 -0.5 0.6 0.205
H 3.506734 -0.646599 -3.165661 -1.0 -0.2 -0.2 0.213
H 2.672842 -1.057646 -0.249682 0.4 0.6 0.5 0.188
H 3.053138 1.505181 -1.907440 0.7 0.1 -0.2 0.213
H 4.417497 0.778236 -0.835128 0.2 0.5 -0.4 0.169
H 2.954703 3.319724 1.273688 -0.4 -0.7 0.2 0.257
H 3.204357 3.591560 -0.404624 -0.8 -0.4 -0.4 0.177
H 4.436652 2.884898 0.416604 0.2 -1.0 0.4 0.141
H 0.935375 -1.111678 -1.805233 -0.1 -0.2 0.8 0.334
H 1.433874 0.101043 -2.544082 -0.4 1.3 0.2 0.399
```
Positions in Å, forces in eV/Å.



Density functional theory data (ωB97M-V/def2-TZVPD) for a 2-piece molecular cluster, C14H34N3O2 overall in a non-equilibrium geometry.

The net charge is -1. The calculation puts the LUMO energy at 2.90 eV. The value obtained for the HOMO-LUMO gap is 4.29 eV.

```
53
Properties=species:S:1:pos:R:3:forces:R:3:nbo_charge:R:1
C 0.210216 -3.284364 -1.478479 0.1 0.4 -0.6 -0.653
C -0.954177 -4.181985 -1.778001 -0.1 -0.6 0.3 0.104
O -1.530634 -3.786412 -3.010280 -0.5 0.2 -0.3 -0.722
C -1.972049 -4.297757 -0.648175 0.0 0.4 0.4 -0.220
N -2.450098 -3.085741 0.016125 0.1 -0.5 -0.2 -0.700
C -3.882045 -2.878530 0.020442 -0.1 0.4 0.0 -0.222
C -4.345405 -1.763294 -0.922146 -0.2 0.0 0.4 -0.052
O -3.572414 -0.624406 -0.770063 -0.7 0.1 -0.3 -0.631
C -2.388826 -0.480916 -1.652889 0.8 0.2 0.2 -0.413
C -2.320730 1.020974 -1.953118 0.0 -0.7 0.3 -0.475
C -2.304020 1.901152 -0.686157 0.3 -0.1 -0.5 -0.208
N -1.691698 1.270024 0.472030 0.3 1.0 0.7 -0.873
H 0.761551 -3.612606 -0.604118 0.0 0.0 0.2 0.196
H -0.141954 -2.259114 -1.389094 -0.1 0.2 0.3 0.255
H 0.875816 -3.295181 -2.338456 0.2 -0.1 -0.1 0.200
H -0.568486 -5.203477 -1.919156 0.0 -0.1 0.1 0.129
H -2.448513 -4.098642 -3.041590 0.4 0.2 0.1 0.461
H -1.532065 -4.940609 0.120624 0.2 -0.3 0.0 0.167
H -2.809324 -4.869948 -1.056302 -0.3 -0.1 0.0 0.157
H -1.980538 -2.235845 -0.295130 0.1 0.2 -0.4 0.423
H -4.399070 -3.805230 -0.226286 -0.1 -0.2 0.0 0.156
H -4.228054 -2.596480 1.018780 0.1 0.0 0.2 0.162
H -5.365851 -1.488435 -0.621035 -0.2 -0.1 0.0 0.148
H -4.423796 -2.137466 -1.951574 0.4 0.2 -0.3 0.135
H -2.628118 -0.946483 -2.621537 -0.2 -0.3 0.0 0.115
H -1.373057 1.157986 -2.471420 0.1 0.1 -0.3 0.179
H -3.134917 1.328273 -2.629100 -0.1 0.4 0.1 0.141
H -1.719906 2.798654 -0.906740 -0.1 0.3 -0.1 0.149
H -3.308707 2.237228 -0.453320 -0.2 -0.1 0.2 0.173
H -0.948849 0.664650 0.149945 -0.3 -0.4 0.0 0.365
H -2.369657 0.734662 0.990745 0.1 -0.4 -0.3 0.365
C 5.251553 2.687954 2.760063 0.0 0.0 0.0 -0.615
C 4.356144 1.877867 1.833169 0.1 0.1 0.0 -0.210
N 2.949128 1.991354 2.153331 -0.1 -0.1 0.1 -0.454
C 2.115684 1.015788 1.462818 -0.1 -0.3 0.0 -0.214
C 2.028271 1.092072 -0.063168 -0.1 0.0 -0.1 -0.643
C 2.421728 3.343269 2.201734 0.0 0.2 0.1 -0.217
C 2.551128 4.212652 0.944016 -0.1 0.1 0.0 -0.638
H 5.068050 2.427905 3.803645 0.0 0.0 0.0 0.207
H 6.299412 2.480658 2.534832 0.0 0.0 0.0 0.203
H 5.100679 3.761735 2.640102 0.0 0.0 0.0 0.199
H 4.632344 0.824470 1.932549 -0.1 0.0 -0.1 0.192
H 4.579658 2.158145 0.790692 0.0 0.0 0.0 0.155
H 1.105526 1.072021 1.875005 0.0 0.1 0.0 0.215
H 2.484866 0.021195 1.735891 0.1 0.0 0.0 0.181
H 1.406198 1.923666 -0.391081 0.0 0.0 0.0 0.210
H 1.564449 0.181842 -0.447999 0.0 0.0 0.0 0.229
H 3.008950 1.180627 -0.535507 0.0 0.0 0.0 0.190
H 2.909501 3.867385 3.029614 0.1 0.0 0.0 0.178
H 1.369790 3.285677 2.488756 0.0 -0.1 -0.1 0.209
H 3.543792 4.143098 0.495203 0.0 0.0 0.0 0.195
H 2.384166 5.260933 1.203961 0.0 0.0 0.0 0.202
H 1.814356 3.949006 0.187849 0.0 -0.1 0.0 0.215
```
Positions in Å, forces in eV/Å.



Density functional theory data (ωB97M-V/def2-TZVPD) for C14H35BCl11NbO2PS as an isolated structure in a non-equilibrium geometry.

The net charge is -1. The calculation puts the LUMO energy at 1.85 eV. The value obtained for the HOMO-LUMO gap is 5.65 eV.

```
66
Properties=species:S:1:pos:R:3:forces:R:3:nbo_charge:R:1
C 0.667630 -2.786330 1.878085 -0.2 -0.2 0.2 -1.081
B -0.361550 -2.589830 3.056553 -0.5 0.2 0.1 0.617
O -0.547415 -3.576468 4.002850 1.0 -0.9 0.4 -1.000
Nb -1.669953 -0.696383 3.177509 -0.9 5.5 -0.7 1.642
O -2.966661 0.852448 3.560611 1.1 -1.7 0.9 -1.010
C 0.174902 0.614348 3.515028 0.1 -0.6 -0.5 -0.923
C 1.048675 0.793341 2.272611 0.1 0.1 0.3 -0.152
C 2.527869 1.006660 2.551810 -0.2 -0.4 -0.1 -0.628
Cl 0.444702 2.221342 1.332815 -0.1 0.1 -0.3 -0.122
P -3.673579 -2.266174 2.636969 0.8 -0.7 -0.8 0.267
S -3.355771 -3.237885 0.907880 -0.1 -0.4 -0.3 -0.768
H 1.676557 -2.642065 2.265649 0.3 0.0 0.1 0.225
H 0.569320 -3.819886 1.553746 0.1 -0.2 -0.2 0.236
H 0.529294 -2.127615 1.031146 -0.1 0.1 -0.2 0.240
H 0.048244 -3.392418 4.744452 -0.5 -0.2 0.1 0.497
H -1.821527 -1.184012 4.974009 0.0 -0.4 0.0 -0.413
H -1.540927 -0.389003 1.351400 0.0 -0.6 -0.1 -0.391
H -3.139503 0.931500 4.510991 -0.3 0.2 -0.3 0.481
H 0.812071 0.244382 4.314212 0.1 -0.1 0.2 0.219
H -0.157094 1.606544 3.811738 -0.3 0.0 0.2 0.236
H 0.940581 -0.030206 1.580190 -0.1 -0.1 -0.1 0.210
H 2.831688 0.352768 3.364187 0.1 -0.1 0.2 0.200
H 3.091889 0.722701 1.674886 0.3 0.1 -0.2 0.217
H 2.753273 2.035326 2.803586 0.0 0.2 0.2 0.211
H -3.840731 -3.248016 3.614689 -0.4 0.2 0.1 -0.007
H -4.885463 -1.559244 2.554194 -0.2 -0.1 0.4 -0.009
Cl 3.906597 2.640637 0.050416 0.3 0.2 -0.1 -0.067
C 3.457437 2.501679 -1.669255 -0.1 0.0 0.1 -0.391
C 2.650894 1.256648 -1.915357 -0.2 0.0 -0.1 -0.386
Cl 3.625306 -0.234790 -1.734582 -0.1 0.0 0.1 -0.077
H 4.365449 2.527217 -2.259364 0.1 0.0 0.0 0.224
H 2.852713 3.371117 -1.912622 0.0 0.0 0.0 0.231
H 2.269078 1.260761 -2.934778 0.0 0.0 0.0 0.219
H 1.813912 1.193828 -1.223708 0.0 0.0 0.0 0.245
Cl 3.856930 3.736711 -4.774208 0.0 0.0 -0.1 -0.058
C 2.433515 4.293956 -5.694714 0.1 -0.1 -0.1 -0.386
C 1.595811 5.279382 -4.927031 -0.1 0.1 0.0 -0.392
Cl 0.759598 4.527843 -3.547365 0.0 0.0 0.0 -0.045
H 1.854219 3.417434 -5.970780 0.0 0.0 0.0 0.224
H 2.811010 4.767329 -6.599347 0.0 0.0 0.0 0.218
H 0.825763 5.680374 -5.583551 0.0 0.0 0.0 0.221
H 2.199236 6.099669 -4.548208 0.0 0.0 0.0 0.223
Cl -3.740500 -0.293678 -1.138737 0.0 0.3 0.0 -0.023
C -4.383388 -1.422883 -2.337474 0.0 -0.2 0.1 -0.409
C -5.590860 -0.886360 -3.061242 0.0 0.0 -0.1 -0.376
Cl -7.020310 -0.741700 -2.001554 0.0 0.0 0.0 -0.072
H -4.607191 -2.351836 -1.815572 0.0 0.0 0.1 0.245
H -3.591017 -1.609367 -3.061609 0.0 0.0 0.0 0.212
H -5.866500 -1.564865 -3.867316 0.0 0.0 0.0 0.208
H -5.392717 0.096949 -3.478599 0.0 0.1 0.0 0.213
Cl 7.829738 3.876254 -4.005745 0.0 0.0 0.0 -0.062
C 8.577521 2.262023 -4.133043 0.1 0.0 0.0 -0.383
C 7.568818 1.202780 -4.491050 0.0 0.0 0.0 -0.398
Cl 6.406240 0.909483 -3.177405 0.1 0.0 -0.1 -0.038
H 9.056400 2.043159 -3.183021 0.0 0.0 0.0 0.223
H 9.338598 2.323578 -4.908832 0.0 0.0 0.0 0.216
H 8.081311 0.261564 -4.682828 0.0 0.0 0.0 0.219
H 7.005847 1.483703 -5.377349 0.0 0.0 0.0 0.221
Cl -7.637133 -2.724779 3.714234 0.0 0.0 0.0 -0.058
C -7.186259 -4.436334 3.912205 0.0 -0.1 -0.1 -0.392
C -6.693534 -4.728691 5.306330 0.0 -0.1 0.0 -0.390
Cl -5.107943 -3.987561 5.626953 -0.2 -0.1 0.3 -0.037
H -6.434147 -4.674814 3.163484 0.0 0.1 0.0 0.240
H -8.082946 -5.021911 3.716354 0.0 0.0 0.0 0.213
H -6.568094 -5.802986 5.431773 0.0 0.0 0.0 0.216
H -7.395921 -4.367352 6.052700 0.0 0.1 0.0 0.215
```
Positions in Å, forces in eV/Å.



Which value of net charge does entry 1 give? -1